1.
Formula: C6H18NSi
Source: the Open Molecules 2025 dataset
Level of theory: ωB97M-V/def2-TZVPD

Its charge is +1. The value obtained for the molar mass is 132.3 g mol⁻¹. The energy relative to the best compared isomer or geometry (same formula, charge and spin) comes out at 50.5 kcal/mol. The orbital gap is 6.07 eV. The value obtained for the HOMO energy is -12.351 eV. The calculation puts the LUMO energy at -6.285 eV.

Each line ends with the Mulliken charge.
Element x y z (Å)
Si 2.172 -0.832 0.759  0.536
N -0.929 -0.386 -0.427  0.115
C -1.366 0.888 -1.006  -0.704
C 0.762 2.259 -1.316  -1.182
C -0.520 2.069 -0.513  -0.227
C 2.189 -1.637 2.459  -0.951
C -1.513 -0.600 0.892  -1.155
C -1.202 -1.526 -1.290  -1.080
H 2.032 -2.716 2.394  0.365
H -1.096 -1.507 1.333  0.398
H 3.139 -1.483 2.977  0.353
H 0.937 -0.545 0.019  0.260
H -1.276 0.825 -2.091  0.421
H -1.286 0.245 1.539  0.327
H 0.533 2.532 -2.342  0.360
H -2.274 -1.747 -1.368  0.353
H 1.396 -1.245 3.098  0.347
H 1.363 1.349 -1.333  0.183
H 3.507 -0.520 0.253  0.024
H -2.602 -0.712 0.845  0.378
H -0.279 1.935 0.544  0.169
H -1.115 2.978 -0.594  0.366
H -0.810 -1.338 -2.288  0.339
H -0.703 -2.409 -0.882  0.360
H -2.423 1.068 -0.771  0.293
H 1.365 3.056 -0.888  0.353

---

2.
Formula: C29H67N6O6S2
Source: the Open Molecules 2025 dataset
Level of theory: ωB97M-V/def2-TZVPD

Its charge is +1. The value obtained for the molar mass is 660.0 g mol⁻¹. The orbital gap is 7.25 eV. The value obtained for the HOMO energy is -10.244 eV. The calculation puts the LUMO energy at -2.997 eV.

Each line ends with the Mulliken charge.
Element x y z (Å)
S 5.871 1.366 1.995  -0.079
S 5.125 2.230 4.789  -0.141
O -5.286 -3.851 3.683  -0.519
O -0.448 5.889 -0.603  -0.423
O -3.179 -2.210 -1.251  -0.625
O -5.148 -0.538 -7.997  -0.505
O 2.202 -3.854 -0.866  -0.485
O -1.228 1.622 -5.219  -0.506
N 6.483 -0.066 4.508  0.130
N -1.212 -1.500 -2.346  0.162
N 0.640 0.424 1.356  1.031
N -0.260 -1.464 2.782  -0.650
N -2.095 -1.840 1.610  -0.269
N -1.451 -0.796 1.024  0.274
C 4.507 -1.175 5.560  -1.027
C -2.192 -0.268 -0.135  -0.329
C -0.707 7.260 -0.900  -0.310
C -1.391 -2.326 2.755  -0.131
C 1.845 0.585 2.259  -0.965
C 4.138 1.596 1.384  -0.708
C -5.305 -1.737 -7.246  -0.055
C -0.950 5.136 3.148  -0.854
C 0.502 3.773 1.341  0.029
C -0.318 2.616 0.603  -0.573
C -5.843 -2.625 1.683  -0.731
C -6.398 -2.596 -7.850  -1.201
C -2.698 0.203 -6.504  -0.450
C 2.006 -4.332 0.462  0.076
C 5.888 1.078 3.814  -0.175
C -2.208 -1.403 -1.285  0.363
C -0.228 -0.506 1.706  0.652
C 3.233 0.266 1.528  0.327
C -1.657 -2.637 -3.238  -0.987
C -6.329 -3.583 2.751  -0.323
C 0.022 3.873 2.894  -0.486
C 0.072 -1.965 -1.682  -0.544
C 7.913 -0.293 4.176  -0.548
C 3.239 -5.073 0.941  -1.233
C -1.330 0.849 -6.412  -0.439
C 8.207 -0.973 2.760  -0.766
C -2.201 7.513 -0.946  -1.086
C 0.600 1.337 0.190  -0.773
C 5.647 -1.296 4.442  -0.080
H -0.464 2.886 3.221  0.157
H 4.113 -4.418 0.916  0.299
H -0.240 7.506 -1.859  0.296
H 3.772 -0.573 2.079  -0.248
H 1.610 3.504 1.380  -0.157
H -0.912 -2.766 -4.107  0.347
H 2.371 -4.620 -1.429  0.282
H 7.333 -1.525 2.295  0.196
H 3.102 -5.439 1.962  0.357
H -6.524 -3.523 -7.284  0.340
H -5.516 -1.681 2.130  0.312
H -2.875 -0.449 -5.642  -0.002
H -2.676 6.890 -1.709  0.333
H -4.981 -3.045 1.155  0.025
H 3.013 -0.103 0.470  0.239
H -0.844 5.901 2.307  0.110
H -1.899 0.755 -0.510  0.213
H -7.351 -2.059 -7.861  0.341
H -0.240 7.867 -0.123  0.333
H -4.352 -2.268 -7.257  0.283
H 0.775 -1.055 -1.698  0.131
H 8.465 -0.122 2.028  0.265
H -2.977 -2.299 1.336  0.117
H -0.856 5.358 -1.298  0.221
H -2.412 8.562 -1.168  0.366
H -5.991 -0.069 -7.976  0.279
H -3.482 0.962 -6.496  0.265
H -2.663 7.255 0.010  0.268
H -2.662 -2.418 -3.734  0.227
H -1.647 -3.647 -2.695  0.402
H 1.766 -0.017 3.214  0.462
H -2.790 -0.388 -7.416  0.276
H -0.539 0.091 -6.408  0.263
H 1.616 1.784 -0.090  0.311
H -1.175 2.191 1.238  0.213
H -0.134 -2.317 -0.608  -0.004
H 3.457 -5.923 0.289  0.384
H 3.707 2.499 1.921  0.244
H 4.899 -0.679 6.502  0.298
H 0.493 -2.839 -2.265  0.470
H 4.180 -2.237 5.862  0.369
H 6.313 -2.188 4.710  0.443
H -1.687 -3.167 3.445  0.429
H 5.233 -1.480 3.392  -0.041
H -0.748 3.025 -0.383  0.355
H 3.580 -0.635 5.151  0.112
H -0.740 5.663 4.140  0.323
H 1.128 -4.986 0.475  0.242
H -6.634 -4.531 2.304  0.312
H -7.184 -3.166 3.291  0.288
H 0.415 4.800 0.833  0.301
H -1.164 1.515 -7.261  0.328
H -5.543 -1.474 -6.209  0.220
H 9.113 -1.672 2.754  0.309
H -5.029 -3.009 4.081  0.295
H -6.631 -2.414 0.957  0.389
H -6.161 -2.845 -8.887  0.306
H -3.293 -0.178 0.186  0.335
H -2.036 4.785 3.134  0.248
H 8.472 0.702 4.300  0.353
H 0.968 4.023 3.531  0.313
H 0.221 0.830 -0.764  0.090
H 1.845 1.689 2.584  0.054
H 8.351 -0.984 4.979  0.334
H 1.804 -3.471 1.104  0.068
H -1.366 1.024 -4.474  0.268
H 4.230 1.901 0.280  0.371

---

3.
Formula: C6H12N2
Source: the Open Molecules 2025 dataset
Level of theory: ωB97M-V/def2-TZVPD

The value obtained for the molar mass is 112.2 g mol⁻¹. The energy relative to the best compared isomer or geometry (same formula, charge and spin) comes out at 69.4 kcal/mol. The orbital gap is 8.60 eV. As for the SMILES: [H]/N=C(\C=C/C)[C@@H](C)N. The value obtained for the HOMO energy is -8.294 eV. The calculation puts the LUMO energy at 0.309 eV.

Each line ends with the Mulliken charge.
Element x y z (Å)
N -0.612 0.487 -2.158  -0.650
N 0.503 -1.731 -0.472  -0.561
C 0.771 1.532 1.005  -0.228
C 1.946 0.623 1.164  -1.026
C -0.279 0.704 -0.972  0.589
C -0.441 -0.822 0.102  0.024
C 0.098 1.788 -0.165  -0.487
C -1.913 -1.166 -0.100  -1.537
H -2.554 -0.392 0.323  0.341
H 2.856 1.233 1.172  0.316
H 1.903 0.097 2.121  0.288
H 2.026 -0.104 0.360  0.360
H -0.247 -0.752 1.172  0.407
H 0.698 2.285 1.790  0.416
H 0.488 -2.653 -0.052  0.220
H 0.385 -1.796 -1.477  0.229
H -1.073 1.257 -2.644  0.241
H -2.138 -1.265 -1.161  0.346
H -0.270 2.786 -0.405  0.312
H -2.147 -2.111 0.398  0.401

---

4.
Formula: C6H6Cl3NO3
Source: the Open Molecules 2025 dataset
Level of theory: ωB97M-V/def2-TZVPD

The value obtained for the molar mass is 246.5 g mol⁻¹. The energy relative to the best compared isomer or geometry (same formula, charge and spin) comes out at 0.0 kcal/mol. The orbital gap is 10.32 eV. As for the SMILES: O=[N+]([O-])[C@]12O[C@@]1(Cl)CCCC2(Cl)Cl. The value obtained for the HOMO energy is -10.368 eV. The calculation puts the LUMO energy at -0.049 eV.

Each line ends with the Mulliken charge.
Element x y z (Å)
Cl -0.710 -0.184 -2.880  -0.164
Cl 2.361 -0.916 1.647  -0.167
Cl -1.523 -1.726 -0.560  -0.112
O 1.635 0.542 -0.383  -0.445
O 0.775 -2.600 -1.725  -0.593
O 2.681 -1.788 -1.100  -0.584
N 1.491 -1.759 -1.254  1.130
C 1.201 -0.066 0.787  0.615
C -1.154 1.038 -0.634  -0.927
C 0.086 0.561 1.643  -0.648
C 0.831 -0.533 -0.744  -0.139
C -1.233 0.895 0.954  -0.897
C -0.618 -0.281 -1.098  0.814
H 0.544 1.412 2.054  0.394
H -2.227 1.325 -1.081  0.290
H -1.424 2.004 1.336  0.275
H -0.052 -0.245 2.533  0.282
H -2.136 0.451 1.270  0.453
H -0.526 1.870 -0.765  0.422

---

Look up the LUMO of the third one. 0.309 eV